[1]
{
  "formula": "C5H9NO",
  "method": "ωB97M-V/def2-TZVPD",
  "homo_ev": -7.77,
  "orbital_gap_ev": 8.61,
  "lumo_energy_ha": 0.0311,
  "symbols": ["O", "C", "C", "C", "C", "N", "C", "H", "H", "H", "H", "H", "H", "H", "H", "H"],
  "positions_angstrom": [[0.69342, -2.59543, -0.80328], [-0.18835, -1.60304, -0.66174], [-0.23513, -0.93754, 0.70159], [-0.10765, 0.50527, 0.26523], [-1.17725, 1.51483, 0.40787], [0.03183, 1.57794, 1.23486], [0.68748, 0.33777, -0.99539], [1.31255, -2.62589, -0.05037], [-0.12457, -0.74351, -1.52208], [0.64962, -1.21042, 1.30713], [-1.12501, -1.19321, 1.28558], [-2.08840, 1.27143, 0.95046], [-1.30642, 2.24180, -0.39291], [0.66944, 2.28966, 0.88616], [0.56882, 1.08143, -1.78897], [1.73961, 0.08891, -0.82416]],
  "atomic_forces_ev_per_a": [[0.2, 0.0, 0.1], [0.0, 0.1, 0.2], [-0.1, 0.0, 0.1], [0.0, -0.2, -0.1], [-0.3, 0.0, -0.1], [0.2, 0.2, 0.1], [0.1, 0.1, 0.0], [-0.1, 0.0, -0.1], [0.0, 0.1, 0.0], [0.0, 0.1, -0.1], [0.1, 0.0, -0.1], [0.2, 0.0, -0.1], [0.1, -0.1, 0.1], [-0.1, -0.1, 0.0], [0.0, -0.1, 0.1], [-0.2, -0.1, 0.0]]
}

[2]
{
  "formula": "C5H9NO",
  "method": "ωB97M-V/def2-TZVPD",
  "homo_ev": -10.70,
  "smiles": "C[C@@H](O)[C@@H](C)C#N",
  "orbital_gap_ev": 11.37,
  "lumo_energy_ha": 0.0246,
  "symbols": ["C", "C", "O", "C", "C", "C", "N", "H", "H", "H", "H", "H", "H", "H", "H", "H"],
  "positions_angstrom": [[-1.70170, -0.11355, -0.58059], [-0.76176, -0.23812, 0.61770], [-0.52124, -1.55017, 1.06959], [0.59382, 0.49431, 0.43438], [1.81201, -0.28102, -0.13129], [0.38222, 1.71680, -0.34370], [0.21828, 2.68352, -0.95454], [-1.89261, 0.92688, -0.89268], [-2.63306, -0.54289, -0.21319], [-1.32904, -0.63342, -1.47235], [-1.30920, 0.20550, 1.45665], [-0.11457, -2.05843, 0.32757], [0.84732, 0.79182, 1.44930], [2.56248, -0.29524, 0.65150], [2.24954, 0.24304, -0.97906], [1.59751, -1.34902, -0.43928]],
  "atomic_forces_ev_per_a": [[-0.1, -0.3, 0.1], [-0.1, 0.4, -0.2], [0.3, -0.9, -1.1], [-0.1, 0.3, 0.2], [-0.4, -0.9, -0.2], [0.0, 1.0, -0.2], [0.1, -0.7, 0.4], [0.2, -0.4, 0.4], [-0.2, -0.1, -0.5], [-0.1, -0.1, 0.2], [0.4, 0.3, -0.1], [-0.5, 0.5, 0.9], [0.2, 0.2, 0.0], [0.2, -0.3, 0.0], [-0.1, -0.1, -0.1], [0.2, 1.3, 0.3]]
}

[3]
{
  "formula": "C5H9NO",
  "method": "ωB97M-V/def2-TZVPD",
  "homo_ev": -9.33,
  "smiles": "C[C@H]1CN(C)C1=O",
  "orbital_gap_ev": 10.22,
  "lumo_energy_ha": 0.0326,
  "symbols": ["C", "C", "C", "N", "C", "C", "O", "H", "H", "H", "H", "H", "H", "H", "H", "H"],
  "positions_angstrom": [[-0.69215, -1.13428, 1.82869], [0.39744, -0.54170, 0.95709], [0.35756, -0.84922, -0.56637], [0.24528, 0.57721, -0.78614], [0.09073, 1.40130, -1.94861], [0.19674, 0.92265, 0.53200], [0.03306, 1.98241, 1.09117], [-1.67903, -0.98421, 1.37610], [-0.69541, -0.65214, 2.81059], [-0.53691, -2.20849, 1.96852], [1.39024, -0.69673, 1.39129], [1.26189, -1.28942, -1.00153], [-0.53072, -1.40236, -0.89638], [0.27963, 2.41529, -1.62963], [0.80442, 1.12573, -2.73329], [-0.91960, 1.32312, -2.37618]],
  "atomic_forces_ev_per_a": [[0.0, 0.0, 0.0], [0.0, -0.1, 0.1], [0.0, -0.3, -0.1], [0.0, 0.6, 0.1], [-0.2, -0.4, -0.4], [0.0, 0.1, 0.1], [0.1, -0.3, -0.2], [0.1, 0.0, 0.1], [0.0, -0.1, -0.1], [0.0, 0.1, 0.0], [-0.1, 0.0, -0.1], [-0.1, 0.0, 0.1], [0.1, 0.0, 0.1], [0.0, 0.4, -0.1], [0.0, 0.0, 0.2], [0.2, 0.1, 0.1]]
}

[4]
{
  "formula": "C5H9NO",
  "method": "ωB97M-V/def2-TZVPD",
  "homo_ev": [-7.59, -7.59],
  "orbital_gap_ev": [8.18, 8.18],
  "lumo_energy_ha": [0.0219, 0.0219],
  "symbols": ["C", "N", "C", "C", "C", "O", "C", "H", "H", "H", "H", "H", "H", "H", "H", "H"],
  "positions_angstrom": [[1.50134, 0.09528, -1.91435], [0.88792, 0.40472, -0.62389], [1.11967, -0.62683, 0.42141], [-0.19523, -0.50349, -0.41284], [-1.04680, -0.21137, 0.64877], [-1.64675, -1.28437, 1.17269], [-1.33505, 1.12243, 1.24958], [2.40621, 0.69249, -2.04123], [0.78554, 0.37268, -2.69596], [1.76066, -0.97148, -2.02214], [-1.05114, -2.01503, 0.91418], [1.09047, -0.12900, 1.41034], [-0.41102, -1.34003, -1.07662], [-1.73101, 1.01835, 2.26260], [-0.40143, 1.68635, 1.25750], [-2.04910, 1.69787, 0.64689]],
  "atomic_forces_ev_per_a": [[0.1, 0.1, -0.2], [-0.1, 0.0, -0.1], [0.3, 0.2, 0.1], [-0.3, -0.1, -0.1], [0.2, 0.1, 0.1], [0.2, 0.1, 0.2], [0.1, 0.0, 0.0], [-0.1, -0.1, 0.1], [0.2, 0.0, 0.0], [-0.1, 0.2, 0.1], [-0.6, -0.2, 0.1], [-0.1, -0.1, -0.2], [0.0, 0.1, 0.0], [0.1, 0.0, -0.2], [-0.1, 0.0, 0.0], [0.1, -0.3, 0.0]]
}

[5]
{
  "formula": "C5H9NO",
  "method": "ωB97M-V/def2-TZVPD",
  "homo_ev": [-6.91, -7.41],
  "orbital_gap_ev": [7.14, 7.85],
  "lumo_energy_ha": [0.0085, 0.0159],
  "symbols": ["C", "C", "C", "C", "C", "N", "O", "H", "H", "H", "H", "H", "H", "H", "H", "H"],
  "positions_angstrom": [[1.72867, -0.61836, -0.89011], [0.29626, -0.87395, -0.49200], [-0.09143, -1.02347, 0.88015], [-1.91795, 0.27772, 0.02751], [-0.51771, 0.38059, 0.02541], [0.26783, 1.42754, 0.30212], [-0.60438, 2.50350, 0.58669], [2.23999, -1.57958, -1.00869], [2.24590, -0.02137, -0.13798], [1.77226, -0.07734, -1.83835], [-0.29273, -1.43951, -1.20862], [-0.88839, -1.69219, 1.17455], [0.59099, -0.71417, 1.66245], [-2.53759, 1.13334, 0.27102], [-2.39615, -0.65472, -0.24975], [0.01621, 3.23325, 0.70026]],
  "atomic_forces_ev_per_a": [[0.0, -0.1, 0.0], [-0.1, 0.4, -0.4], [0.4, 0.1, 0.6], [-1.2, 0.5, -0.3], [0.3, -1.7, 0.1], [-0.1, 0.9, 0.2], [0.4, -0.1, 0.0], [0.0, 0.1, 0.0], [-0.1, -0.1, -0.1], [0.0, -0.1, 0.1], [0.1, 0.0, 0.1], [0.0, 0.2, -0.1], [0.1, -0.2, -0.1], [0.1, -0.2, -0.1], [0.1, 0.1, 0.1], [-0.1, 0.0, 0.0]]
}

[6]
{
  "formula": "C5H9NO",
  "method": "ωB97M-V/def2-TZVPD",
  "homo_ev": -10.86,
  "smiles": "CC[C@@H](O)CC#N",
  "orbital_gap_ev": 11.60,
  "lumo_energy_ha": 0.0272,
  "symbols": ["C", "C", "C", "O", "C", "C", "N", "H", "H", "H", "H", "H", "H", "H", "H", "H"],
  "positions_angstrom": [[2.10092, -0.12797, 0.11032], [0.67520, 0.29006, 0.48468], [-0.36711, -0.13670, -0.56383], [-0.29976, -1.50796, -0.91782], [-1.83880, -0.03538, -0.12189], [-2.20221, 1.18562, 0.59340], [-2.47294, 2.13448, 1.19673], [2.42797, 0.31132, -0.84013], [2.81257, 0.18989, 0.87864], [2.20238, -1.21772, 0.03410], [0.64857, 1.38344, 0.58463], [0.42315, -0.11807, 1.47127], [-0.21055, 0.49611, -1.45391], [0.61777, -1.78868, -0.98379], [-2.03447, -0.89563, 0.52717], [-2.48268, -0.16283, -0.99956]],
  "atomic_forces_ev_per_a": [[0.0, 0.0, 0.0], [-0.1, 0.0, 0.0], [0.0, 0.3, 0.1], [0.3, -0.2, 0.0], [0.0, 0.0, 0.0], [-0.1, 0.9, 0.5], [0.3, -0.9, -0.6], [-0.1, -0.1, 0.1], [-0.1, 0.0, -0.1], [0.0, 0.1, 0.0], [-0.2, -0.2, 0.0], [-0.1, 0.0, -0.2], [-0.1, -0.2, 0.1], [0.0, 0.1, -0.1], [0.0, 0.2, 0.0], [0.1, 0.1, 0.2]]
}

[7]
{
  "formula": "C5H9NO",
  "method": "ωB97M-V/def2-TZVPD",
  "homo_ev": -9.53,
  "orbital_gap_ev": 10.38,
  "lumo_energy_ha": 0.0313,
  "symbols": ["C", "C", "C", "C", "N", "C", "O", "H", "H", "H", "H", "H", "H", "H", "H", "H"],
  "positions_angstrom": [[1.49025, 0.68490, -0.11158], [0.16387, -0.02713, 0.11863], [0.28021, -1.19443, 1.08950], [-1.06929, 0.91394, 0.34337], [-1.60583, 0.44037, -0.96964], [-0.60154, -0.35316, -1.16226], [-0.69864, -1.01730, -2.24181], [2.23407, -0.01126, -0.51326], [1.87655, 1.09134, 0.82958], [1.37789, 1.50962, -0.82306], [0.63658, -0.84717, 2.06553], [0.99001, -1.93817, 0.71219], [-0.68599, -1.68959, 1.23187], [-1.70730, 0.65010, 1.19172], [-0.84461, 1.98427, 0.35994], [-1.83622, -0.19632, -2.12073]],
  "atomic_forces_ev_per_a": [[0.0, 0.0, 0.0], [0.1, 0.0, 0.1], [0.0, -0.1, 0.0], [0.0, 0.2, 0.3], [0.1, -0.1, -0.1], [-0.2, 0.1, -0.1], [0.0, 0.0, 0.0], [-0.1, 0.1, 0.1], [-0.1, -0.1, -0.1], [0.0, -0.1, 0.1], [0.0, 0.0, -0.1], [-0.1, 0.1, 0.0], [0.1, 0.1, 0.0], [0.1, 0.0, -0.1], [0.0, -0.1, 0.0], [0.1, -0.1, -0.1]]
}

[8]
{
  "formula": "C5H9NO",
  "method": "ωB97M-V/def2-TZVPD",
  "homo_ev": -9.68,
  "smiles": "[H]/N=C1/CCCCO1",
  "orbital_gap_ev": 10.61,
  "lumo_energy_ha": 0.0344,
  "symbols": ["H", "N", "C", "C", "C", "C", "C", "O", "H", "H", "H", "H", "H", "H", "H", "H"],
  "positions_angstrom": [[2.59849, 1.45744, 1.14317], [2.46550, 0.48554, 0.85540], [1.34755, 0.37880, 0.27199], [0.84688, -0.91873, -0.30014], [-0.59190, -1.22754, 0.14801], [-1.44509, 0.05748, 0.19566], [-0.72318, 1.18258, -0.52236], [0.51735, 1.45071, 0.12335], [0.87649, -0.83442, -1.39163], [1.54773, -1.70670, -0.02603], [-0.57388, -1.70376, 1.13162], [-1.03261, -1.95080, -0.54298], [-2.43061, -0.09091, -0.25285], [-1.59860, 0.37773, 1.23063], [-1.27340, 2.12124, -0.49761], [-0.53071, 0.92134, -1.56623]],
  "atomic_forces_ev_per_a": [[0.1, -0.1, 0.0], [-0.3, 0.1, -0.1], [0.3, -0.1, 0.2], [0.0, 0.0, 0.0], [-0.1, 0.0, 0.0], [0.0, 0.1, 0.0], [-0.2, -0.1, -0.1], [0.2, 0.0, 0.1], [0.0, 0.0, 0.0], [-0.1, 0.1, 0.0], [0.0, 0.1, -0.1], [0.1, 0.0, 0.1], [0.1, 0.0, 0.0], [0.0, 0.0, -0.1], [0.0, -0.1, 0.0], [-0.1, 0.1, -0.1]]
}

[9]
{
  "formula": "C5H9NO",
  "method": "ωB97M-V/def2-TZVPD",
  "homo_ev": -9.04,
  "smiles": "C[C@H]1N/C1=C/CO",
  "orbital_gap_ev": 10.02,
  "lumo_energy_ha": 0.0360,
  "symbols": ["C", "C", "N", "C", "C", "C", "O", "H", "H", "H", "H", "H", "H", "H", "H", "H"],
  "positions_angstrom": [[-2.21879, 0.29485, -0.24898], [-1.17962, 0.29507, 0.84780], [-0.87522, -0.98002, 1.54803], [0.03054, -0.47889, 0.61956], [1.14213, -0.70955, -0.06234], [1.85741, 0.41232, -0.75977], [2.85880, 0.93164, 0.10524], [-2.10047, 1.16702, -0.89973], [-3.23223, 0.31374, 0.16606], [-2.10663, -0.60308, -0.86733], [-1.17745, 1.16255, 1.50777], [-1.42977, -1.78067, 1.25774], [1.66049, -1.65993, 0.04257], [2.37863, 0.07598, -1.66135], [1.14280, 1.19661, -1.05808], [2.46276, 0.92298, 0.98728]],
  "atomic_forces_ev_per_a": [[-0.1, 0.0, 0.0], [-0.1, 0.2, -0.1], [0.0, -0.3, 0.0], [0.1, 0.0, -0.1], [-0.1, 0.0, 0.2], [-0.3, -0.2, -0.3], [0.0, 0.1, 0.2], [0.0, -0.1, 0.1], [0.1, 0.0, 0.0], [0.0, 0.1, 0.1], [0.0, -0.2, -0.1], [0.0, 0.1, -0.1], [0.0, 0.1, 0.1], [-0.1, 0.0, 0.1], [0.1, -0.1, 0.1], [0.2, 0.1, -0.1]]
}

[10]
{
  "formula": "C5H9NO",
  "method": "ωB97M-V/def2-TZVPD",
  "homo_ev": -10.84,
  "smiles": "CC(C)(C#N)CO",
  "orbital_gap_ev": 11.42,
  "lumo_energy_ha": 0.0217,
  "symbols": ["C", "C", "C", "C", "N", "C", "O", "H", "H", "H", "H", "H", "H", "H", "H", "H"],
  "positions_angstrom": [[1.05138, -0.80665, -0.89385], [-0.18757, -0.21557, -0.19956], [-0.48296, 1.22344, -0.69112], [-1.34426, -1.09910, -0.43605], [-2.25083, -1.81494, -0.51112], [0.01615, -0.24492, 1.35884], [0.80435, 0.81505, 1.83313], [1.93205, -0.22251, -0.61126], [1.20414, -1.84280, -0.57686], [0.95860, -0.79991, -1.98501], [0.08809, 1.46016, -1.59280], [-0.16540, 1.96183, 0.05126], [-1.54401, 1.39770, -0.88561], [-0.96532, -0.28841, 1.85601], [0.56250, -1.15981, 1.60673], [0.32308, 1.63644, 1.67728]],
  "atomic_forces_ev_per_a": [[0.1, 0.0, 0.0], [0.0, 0.1, 0.1], [-0.1, 0.1, 0.0], [-0.8, -0.6, 0.0], [0.9, 0.7, -0.1], [-0.1, -0.3, -0.2], [0.0, 0.1, 0.0], [-0.1, 0.0, 0.0], [0.0, 0.1, 0.0], [-0.1, 0.1, 0.2], [-0.2, -0.2, 0.0], [-0.1, -0.1, -0.3], [0.1, -0.1, 0.0], [0.2, 0.1, -0.1], [-0.2, 0.1, 0.0], [0.2, -0.1, 0.3]]
}

Table of relative energy (zero: lowest compared OMol25 entry of this formula, charge and spin) (eV), in record order: 5.658 1.401 0.922 5.353 5.937 1.047 3.469 0.843 2.883 1.287
Table of electronic energy (eV), in record order: -8863.55475 -8867.81158 -8868.29039 -8863.85989 -8863.27534 -8868.16552 -8865.74376 -8868.36972 -8866.32955 -8867.92532